No. 1
This record from OMol25 describes 2 unconnected molecules or ions with the total composition C27H46ClN2O3 in a non-equilibrium geometry. The level of theory is ωB97M-V with the def2-TZVPD basis set.

Element x y z (Å)
1 C 0.25036 4.57073 0.18559
2 O -0.49501 5.13597 1.25051
3 C -1.20066 4.15645 2.01454
4 C -0.37196 2.87885 2.31094
5 C -0.91514 2.11116 3.53248
6 C -0.12348 0.82008 3.88758
7 C 1.41552 0.92804 3.78445
8 C 1.97791 -0.53471 3.76202
9 C 1.83630 -1.12523 2.31599
10 C 3.18436 -1.53576 1.65555
11 C 3.72550 -0.60766 0.53627
12 C 2.72863 -0.01844 -0.47519
13 C 1.97031 -0.96548 -1.47185
14 C 2.27681 -0.43191 -2.93459
15 C 1.59737 0.88084 -3.33591
16 O 1.11679 0.96401 -4.37511
17 Cl 1.53889 2.35307 -2.31078
18 C 0.43951 -0.81929 -1.17635
19 C -0.50679 -1.72485 -1.99282
20 C -1.84778 -1.78084 -1.18501
21 C -0.90852 -1.16687 -3.39287
22 N -0.01277 -3.12368 -2.20660
23 O -0.92492 -4.02358 -2.07202
24 C 1.14216 -3.48234 -1.34884
25 C 0.76854 -3.80938 0.12124
26 C 1.70996 -4.83226 -1.93812
27 C 2.34239 -2.47892 -1.48320
28 H 1.24400 4.21147 0.50001
29 H -0.27177 3.73770 -0.31372
30 H 0.41099 5.36221 -0.56034
31 H -2.18247 3.92421 1.55946
32 H -1.40238 4.63894 2.98441
33 H 0.65261 3.20659 2.52090
34 H -0.46142 2.21791 1.43527
35 H -1.00099 2.76269 4.41518
36 H -1.93828 1.78925 3.26698
37 H -0.47463 0.03821 3.19370
38 H -0.37111 0.51918 4.91609
39 H 1.77062 1.42088 2.87027
40 H 1.82393 1.44386 4.66759
41 H 1.32875 -1.11659 4.43312
42 H 3.01795 -0.56512 4.10975
43 H 1.20459 -0.45767 1.71821
44 H 1.25870 -2.05538 2.44345
45 H 3.11490 -2.59277 1.36854
46 H 3.93923 -1.52291 2.45948
47 H 4.26381 0.21538 1.03372
48 H 4.50034 -1.17134 -0.01360
49 H 1.97496 0.58316 0.05909
50 H 3.28587 0.72391 -1.06688
51 H 3.37084 -0.38302 -3.04243
52 H 1.89199 -1.19203 -3.62371
53 H 0.10536 0.22756 -1.20128
54 H 0.32437 -1.11863 -0.12117
55 H -1.74964 -2.31825 -0.23710
56 H -2.11065 -0.72309 -1.00739
57 H -2.66614 -2.16805 -1.79828
58 H -1.88283 -1.59855 -3.66254
59 H -0.19469 -1.50179 -4.15631
60 H -1.03543 -0.07911 -3.38267
61 H 0.08880 -3.09534 0.59731
62 H 0.22577 -4.76630 0.09561
63 H 1.67565 -4.01018 0.70351
64 H 2.80910 -4.79259 -1.99762
65 H 1.45729 -5.69697 -1.31515
66 H 1.33004 -4.99185 -2.95441
67 H 3.07808 -2.81915 -0.74772
68 H 2.77499 -2.71530 -2.47034
69 N -4.46994 0.88353 -0.55452
70 C -4.08172 2.10697 -0.19080
71 C -4.73287 3.26922 -0.57282
72 C -5.85078 3.15701 -1.38300
73 C -6.27069 1.89646 -1.77453
74 C -5.54889 0.79785 -1.33332
75 H -3.19937 2.14569 0.44118
76 H -4.37315 4.23554 -0.24462
77 H -6.38784 4.04069 -1.70513
78 H -7.13825 1.76688 -2.40739
79 H -5.84192 -0.20895 -1.61192

For the energy, the calculation gives -1851.6851 a.u. Its spin multiplicity is 2.


No. 2
This record from OMol25 describes 3 unconnected molecules or ions with the total composition C27H46F6N4O7P in a non-equilibrium geometry. The level of theory is ωB97M-V with the def2-TZVPD basis set.

Element x y z (Å)
1 C 3.95949 3.61623 3.24171
2 C 3.47122 2.30106 3.94196
3 C 2.82999 2.54317 5.34209
4 C 1.28293 2.35343 5.36775
5 C 0.50629 3.32295 4.42896
6 C -0.79203 2.67244 3.81694
7 C -0.34871 2.05162 2.45883
8 C -1.50656 1.30514 1.72329
9 C -1.15278 0.93967 0.23114
10 C 0.29183 0.35406 0.22431
11 C 0.65353 -0.48410 -1.03065
12 C 0.19530 -1.97913 -0.96154
13 C 1.40650 -3.00030 -0.78555
14 C 1.12864 -3.79361 0.48270
15 N 1.26672 -3.31465 1.70364
16 N 1.70278 -2.05083 2.15554
17 C 2.87082 -1.80961 1.75244
18 O 3.95295 -1.43712 1.57164
19 C 0.90309 -4.24014 2.70843
20 C 0.88751 -4.03992 4.21359
21 C 2.22964 -3.46298 4.82123
22 N 2.03267 -2.15161 5.43190
23 C 0.56020 -5.32464 1.95041
24 N 0.69159 -5.07887 0.57409
25 P 0.33425 -6.28260 -0.69372
26 O 0.02837 -5.53127 -2.12932
27 O 1.71038 -7.15132 -0.92854
28 H 4.16730 3.39307 2.17554
29 H 3.19201 4.40515 3.32273
30 H 4.89860 3.99721 3.67841
31 H 4.39491 1.70250 4.09497
32 H 2.83588 1.72018 3.24568
33 H 3.14263 3.52102 5.76247
34 H 3.26071 1.78303 6.02699
35 H 0.97515 2.54362 6.41752
36 H 1.06147 1.28602 5.15288
37 H 0.25621 4.22147 5.02885
38 H 1.16631 3.66791 3.61106
39 H -1.15773 1.90718 4.52425
40 H -1.51499 3.49643 3.69499
41 H 0.08835 2.81869 1.79207
42 H 0.43260 1.30956 2.72943
43 H -1.65455 0.35453 2.28092
44 H -2.44229 1.89180 1.75682
45 H -1.27615 1.81037 -0.43797
46 H -1.84205 0.11694 -0.04975
47 H 0.99424 1.21263 0.27329
48 H 0.42519 -0.19715 1.17330
49 H 1.76390 -0.50592 -1.08185
50 H 0.25858 0.00999 -1.92907
51 H -0.58948 -2.17170 -0.20828
52 H -0.24737 -2.21555 -1.95049
53 H 2.37537 -2.47741 -0.71601
54 H 1.42550 -3.65064 -1.67105
55 H 0.53018 -4.95475 4.72053
56 H 0.10098 -3.27980 4.40723
57 H 2.71787 -4.17178 5.50889
58 H 2.92525 -3.30681 3.97671
59 H 1.34064 -2.17745 6.17304
60 H 1.76673 -1.45317 4.74668
61 H 0.19167 -6.28683 2.31162
62 H -0.88846 -5.21093 -2.11494
63 H 1.67610 -7.58519 -1.79938
64 C -6.52114 1.26799 -3.32685
65 C -5.13832 1.86648 -3.47934
66 O -4.11856 0.96870 -2.99090
67 C -3.82193 -0.05806 -3.77714
68 O -4.32273 -0.29050 -4.83616
69 C -2.70857 -0.89979 -3.14751
70 F -2.95833 -1.19910 -1.86180
71 F -1.52635 -0.25465 -3.17645
72 F -2.52884 -2.06358 -3.77846
73 H -6.70010 0.98267 -2.28878
74 H -7.28341 1.98185 -3.63664
75 H -6.63296 0.36607 -3.92850
76 H -5.06293 2.77062 -2.87743
77 H -4.92968 2.14851 -4.51208
78 C -0.89368 0.72225 -5.58976
79 C -0.01306 1.08700 -6.76730
80 O -0.28832 2.41860 -7.23349
81 C 0.19817 3.40631 -6.48584
82 O 0.83113 3.26216 -5.48146
83 C -0.14014 4.76329 -7.11046
84 F -1.43779 4.85307 -7.43764
85 F 0.56660 4.97010 -8.23076
86 F 0.12732 5.77161 -6.28151
87 H -1.94693 0.84969 -5.84988
88 H -0.72256 -0.30855 -5.29071
89 H -0.69778 1.36592 -4.73361
90 H -0.22318 0.41948 -7.60180
91 H 1.04622 0.98057 -6.52909

For the energy, the calculation gives -2742.4372 a.u. The total charge is +1.


No. 3
This record from OMol25 describes 4 unconnected molecules or ions with the total composition C27H46IN2O13 in a non-equilibrium geometry. The level of theory is ωB97M-V with the def2-TZVPD basis set.

Element x y z (Å)
1 C -7.99822 0.46483 10.54211
2 C -8.86041 -0.26583 9.34101
3 O -8.37088 0.28783 8.06839
4 C -7.17373 -0.47541 7.58208
5 C -7.35086 -0.59608 5.95667
6 C -6.00128 -1.00191 5.13079
7 C -5.34861 -0.21993 3.88513
8 N -4.14426 -0.65362 3.19030
9 C -3.65817 0.26850 2.04693
10 C -2.07916 0.67763 2.15983
11 C -1.78321 2.16315 2.79429
12 O -0.68232 2.04908 3.76681
13 C 0.61813 1.82568 3.11542
14 C 1.42156 0.35884 3.11348
15 O 1.29829 2.82922 2.49391
16 N -3.35796 -1.72706 3.35215
17 C -3.85290 -2.51735 4.47806
18 C -5.09162 -2.30772 5.46314
19 C -5.38229 -3.35406 6.69255
20 C -4.40300 -2.85368 7.95284
21 O -4.14985 -1.51568 7.98406
22 I -3.51190 -4.17926 9.44924
23 H -7.25724 1.24344 10.02277
24 H -7.44457 -0.33828 11.18888
25 H -8.76775 1.12556 11.15080
26 H -9.99559 0.08817 9.44402
27 H -8.87735 -1.43417 9.40237
28 H -6.19477 0.11839 7.84883
29 H -7.17186 -1.55641 8.04996
30 H -7.85680 0.37997 5.51932
31 H -8.13557 -1.47730 5.77508
32 H -5.89838 0.76938 3.52688
33 H -3.88710 -0.23265 1.00534
34 H -4.27326 1.29151 2.06576
35 H -1.39648 -0.08141 2.73008
36 H -1.66125 0.71204 1.04195
37 H -2.70566 2.63037 3.34215
38 H -1.47287 2.94195 1.94570
39 H 2.33581 0.41927 2.34901
40 H 1.79789 0.07226 4.19800
41 H 0.75197 -0.52612 2.73870
42 H -3.20335 -3.49801 4.69526
43 H -5.05167 -4.45898 6.38647
44 H -6.50857 -3.38065 7.00997
45 C 1.02866 2.65391 -0.56652
46 C 2.48098 3.04775 -0.36679
47 O 3.21248 2.91347 -1.59200
48 C 3.08533 3.94158 -2.46694
49 O 2.41995 4.95256 -2.29686
50 O 3.81230 3.64667 -3.57310
51 C 3.71737 4.62550 -4.60486
52 H 0.95734 1.65409 -1.00679
53 H 0.49038 2.66215 0.38547
54 H 0.52483 3.34029 -1.25414
55 H 2.94588 2.37040 0.35753
56 H 2.57243 4.06271 0.03748
57 H 3.95771 5.62486 -4.22783
58 H 2.71484 4.60916 -5.04415
59 H 4.44115 4.36995 -5.38336
60 C 6.19340 1.41500 -10.95700
61 C 7.16722 0.81320 -9.96014
62 O 7.10404 1.51114 -8.70989
63 C 6.08721 1.15163 -7.88797
64 O 5.24502 0.29622 -8.11756
65 O 6.15600 1.91819 -6.77142
66 C 5.10132 1.68165 -5.84225
67 H 6.35741 2.49313 -11.05347
68 H 6.30728 0.94895 -11.93982
69 H 5.15833 1.27947 -10.62831
70 H 8.18970 0.92561 -10.33628
71 H 6.99181 -0.26011 -9.82152
72 H 5.02557 0.61918 -5.58915
73 H 4.15460 2.05004 -6.25006
74 H 5.32387 2.23671 -4.92704
75 C 6.22172 -2.68332 -5.98021
76 C 4.82397 -2.63584 -6.57037
77 O 4.16275 -3.89620 -6.40159
78 C 3.60828 -4.10928 -5.18262
79 O 3.61949 -3.32989 -4.24127
80 O 3.05199 -5.34605 -5.18244
81 C 2.48142 -5.72282 -3.93179
82 H 6.78531 -3.52713 -6.39118
83 H 6.76357 -1.75725 -6.19208
84 H 6.18725 -2.82283 -4.89526
85 H 4.88957 -2.45246 -7.64817
86 H 4.23156 -1.81946 -6.14080
87 H 1.77151 -4.96922 -3.57577
88 H 3.27341 -5.88645 -3.19404
89 H 1.94082 -6.66235 -4.07416

For the energy, the calculation gives -2441.0684 a.u. The total charge is +1.


- Which formula does entry 3 have?
  C27H46IN2O13